The following is a quantum chemistry calculation of a structure of composition C22H17CrN7O3S2 in a non-equilibrium geometry, from the Open Molecules 2025 dataset.

CARTESIAN COORDINATES (ANGSTROEM)
Cr  -12.351  0.494  14.409
N  -14.252  -3.206  14.170
C  -14.017  -1.906  14.292
S  -12.898  -1.351  15.697
N  -14.451  -1.095  13.338
N  -13.848  0.129  13.319
C  -14.617  1.213  13.071
C  -15.957  1.013  12.516
C  -16.108  -0.022  11.588
C  -17.154  -0.134  10.693
C  -18.275  0.700  10.850
C  -18.251  1.546  11.988
C  -17.105  1.824  12.681
C  -14.178  2.446  13.509
C  -14.739  3.672  13.106
C  -14.277  4.861  13.640
C  -13.080  4.846  14.406
C  -12.522  3.622  14.774
N  -13.047  2.452  14.317
H  -13.972  -3.861  14.960
H  -14.855  -3.605  13.431
H  -15.245  -0.719  11.513
H  -17.001  -0.792  9.858
H  -19.126  0.648  10.209
H  -19.205  2.061  12.190
H  -17.110  2.531  13.528
H  -15.606  3.624  12.481
H  -14.851  5.767  13.393
H  -12.677  5.815  14.714
H  -11.584  3.565  15.319
O  -11.391  -2.103  6.472
S  -10.705  -3.337  6.216
O  -11.555  -4.513  6.460
O  -9.799  -3.338  5.141
C  -9.786  -3.613  7.793
N  -8.883  -4.562  7.908
C  -8.637  -4.918  9.140
C  -9.038  -4.247  10.257
C  -9.767  -3.053  9.938
N  -10.222  -2.837  8.765
C  -10.197  -2.039  10.935
C  -11.056  -0.965  10.607
C  -11.268  0.056  11.574
N  -10.978  -0.079  12.876
C  -10.208  -1.169  13.215
C  -9.812  -2.117  12.298
H  -7.995  -5.804  9.150
H  -8.859  -4.603  11.270
H  -11.466  -0.945  9.591
H  -11.859  0.976  11.388
H  -9.928  -1.250  14.278
H  -9.028  -2.807  12.646

Total charge: 0
Frontier orbital gap (alpha / beta): 4.8 / 4.5 eV
Spin multiplicity: 5
Lowest unoccupied orbital energy (alpha / beta): -2.4242 / -2.7657 eV

***

The following is a quantum chemistry calculation of a structure of composition C22H17F4N9O3S3V in a non-equilibrium geometry, from the Open Molecules 2025 dataset.

CARTESIAN COORDINATES (ANGSTROEM)
V  0.076  -0.782  1.303
C  0.509  -5.332  3.115
O  1.645  -5.234  2.229
C  1.866  -3.983  1.784
O  1.187  -3.034  2.110
N  2.939  -3.962  0.959
N  3.351  -2.813  0.275
H  0.541  -6.340  3.520
H  -0.418  -5.162  2.574
H  0.569  -4.594  3.908
H  3.358  -4.827  0.683
H  2.598  -2.510  -0.330
H  3.458  -2.071  0.956
S  -2.363  -3.052  4.267
C  -1.575  -2.067  3.179
S  -1.764  -2.194  1.447
S  -0.520  -0.771  3.594
N  -1.456  -1.229  -4.283
C  -1.024  -1.980  -3.212
C  -0.225  -1.393  -2.221
N  0.171  -2.060  -1.158
C  -0.175  -3.355  -1.086
C  -0.922  -3.937  -2.085
N  -1.367  -3.259  -3.148
H  -1.512  -0.231  -4.143
H  -2.228  -1.632  -4.783
H  0.039  -0.346  -2.295
H  0.116  -3.908  -0.206
H  -1.209  -4.980  -2.017
F  0.929  4.948  1.907
C  0.537  4.191  0.866
C  -0.140  4.833  -0.147
F  -0.362  6.140  0.009
C  -0.620  4.176  -1.330
C  -0.405  2.839  -1.307
C  0.316  2.009  -0.284
F  -1.432  0.375  -0.657
C  0.820  2.842  0.867
C  1.516  2.157  1.922
C  1.743  0.801  1.800
N  2.065  -0.329  1.598
C  1.978  2.745  3.143
N  2.405  3.171  4.126
F  -0.734  2.128  -2.417
C  -1.277  4.909  -2.415
C  -1.343  6.326  -2.482
N  -1.407  7.480  -2.590
C  -1.859  4.265  -3.540
N  -2.345  3.789  -4.481
C  -2.503  2.370  0.921
O  -1.491  1.451  1.345
C  -0.631  0.912  0.405
C  1.499  1.303  -1.034
H  -2.925  2.082  -0.039
H  -2.115  3.387  0.859
H  -3.279  2.326  1.684
H  1.477  1.555  -2.093
H  1.461  0.219  -0.943
H  2.454  1.634  -0.629

Total charge: -2
Frontier orbital gap (alpha / beta): 5.5 / 5.7 eV
Spin multiplicity: 4
Lowest unoccupied orbital energy (alpha / beta): 3.9174 / 3.9143 eV

***

The following is a quantum chemistry calculation of an isolated molecule of C22H17N3O2 in a non-equilibrium geometry, from the Open Molecules 2025 dataset.

CARTESIAN COORDINATES (ANGSTROEM)
C  -7.243  -2.047  1.247
C  -6.542  -1.036  0.413
C  -7.015  -0.147  -0.515
C  -5.895  0.562  -0.989
C  -4.805  0.057  -0.316
C  -3.427  0.428  -0.425
N  -2.547  -0.160  0.293
N  -1.228  0.137  0.231
C  -0.549  1.054  -0.525
O  -1.070  1.824  -1.306
C  0.927  0.990  -0.284
C  1.577  -0.219  -0.310
C  2.977  -0.270  -0.107
N  3.682  0.809  0.138
C  3.079  2.008  0.161
C  3.874  3.147  0.412
C  3.308  4.391  0.437
C  1.931  4.551  0.214
C  1.131  3.468  -0.027
C  1.681  2.173  -0.063
H  0.075  3.595  -0.209
H  1.504  5.543  0.234
H  3.918  5.262  0.626
H  4.929  2.997  0.578
C  3.705  -1.546  -0.131
C  4.883  -1.666  0.606
C  5.591  -2.852  0.609
C  5.139  -3.933  -0.130
C  3.980  -3.818  -0.879
C  3.265  -2.635  -0.880
H  2.377  -2.554  -1.490
H  3.632  -4.655  -1.467
H  5.692  -4.861  -0.129
H  6.499  -2.936  1.188
H  5.223  -0.814  1.173
H  1.029  -1.133  -0.488
H  -0.696  -0.429  0.881
H  -3.216  1.216  -1.142
O  -5.210  -0.915  0.535
H  -5.884  1.340  -1.726
H  -8.035  -0.020  -0.817
H  -6.859  -3.043  1.034
H  -8.308  -2.022  1.040
H  -7.077  -1.845  2.304

Total charge: 0
Frontier orbital gap: 7.7 eV
Spin multiplicity: 1
Lowest unoccupied orbital energy: -0.2593 eV
Structure (SMILES): Cc1ccc(/C=N/NC(=O)c2cc(-c3ccccc3)nc3ccccc23)o1

***

The following is a quantum chemistry calculation of a structure of composition C22H17N4O8Ru in a non-equilibrium geometry, from the Open Molecules 2025 dataset.

CARTESIAN COORDINATES (ANGSTROEM)
Ru  1.030  -1.221  -0.005
O  -0.263  -1.727  -3.976
C  -0.020  -1.715  -2.675
O  0.970  -1.146  -2.168
C  -1.017  -2.413  -1.808
C  -2.189  -3.066  -2.126
C  -2.887  -3.629  -1.061
C  -2.562  -3.410  0.257
C  -1.406  -2.694  0.540
N  -0.663  -2.314  -0.494
C  -0.834  -2.412  1.895
O  -1.354  -2.632  2.963
O  0.455  -1.812  1.799
H  0.465  -1.362  -4.518
H  -2.383  -3.094  -3.195
H  -3.699  -4.268  -1.357
H  -3.157  -3.764  1.109
O  0.895  3.455  2.697
C  -0.388  3.631  2.548
C  -1.110  4.554  3.312
C  -2.346  4.980  2.875
C  -2.970  4.391  1.771
C  -2.328  3.440  1.054
C  -1.044  2.962  1.455
C  -0.344  1.874  0.846
O  -1.131  1.003  0.061
N  0.912  1.595  1.114
N  1.694  0.499  0.630
C  2.987  0.637  0.798
C  3.745  -0.569  0.521
C  5.122  -0.742  0.627
C  5.732  -1.960  0.269
C  4.881  -2.986  -0.182
C  3.516  -2.771  -0.298
N  2.970  -1.612  0.107
H  1.142  2.479  2.044
H  -0.517  4.918  4.169
H  -2.832  5.832  3.371
H  -3.976  4.631  1.467
H  -2.791  3.116  0.135
H  3.473  1.566  1.211
H  5.716  0.133  0.897
H  6.839  -2.036  0.421
H  5.262  -3.972  -0.604
H  2.786  -3.493  -0.715
C  -2.840  0.749  -2.971
O  -2.440  0.569  -1.593
C  -1.432  1.383  -1.256
O  -0.888  2.223  -1.907
H  -2.554  1.698  -3.372
H  -3.931  0.509  -3.055
H  -2.294  -0.008  -3.625

Total charge: 0
Frontier orbital gap (alpha / beta): 4.3 / 4.2 eV
Spin multiplicity: 6
Lowest unoccupied orbital energy (alpha / beta): -0.4851 / -3.3200 eV

***

The following is a quantum chemistry calculation of an isolated molecule of C22H17N7O3 in a non-equilibrium geometry, from the Open Molecules 2025 dataset.

CARTESIAN COORDINATES (ANGSTROEM)
O  3.180  -0.851  7.576
O  -1.470  2.430  0.422
N  -0.795  0.486  -7.818
N  -0.559  1.433  -6.838
N  -1.424  -1.490  6.613
N  -1.223  -1.390  5.323
N  -0.291  1.127  -3.270
O  1.855  -1.250  9.422
C  2.070  -1.030  8.049
C  -0.781  1.434  0.263
C  -0.748  -0.661  -7.217
C  -0.438  0.907  -5.654
C  -0.382  -1.401  7.491
C  -0.350  1.716  -4.457
C  -0.028  -0.974  4.855
C  -0.333  1.818  -2.190
C  -0.185  3.170  -4.583
C  -0.377  3.271  -2.209
C  -0.216  3.860  -3.399
C  1.115  -0.936  5.675
C  1.067  -1.440  2.649
C  -0.500  0.342  2.648
C  1.237  -1.307  1.304
C  0.922  -1.099  7.024
C  -0.296  0.588  1.288
C  0.180  -0.747  3.368
C  0.573  -0.304  0.634
N  -0.355  1.089  -1.016
N  -0.636  -0.460  -5.856
C  0.680  -0.015  -0.791
C  -1.858  -1.662  -4.086
C  -0.509  -1.466  -4.827
H  2.756  -1.324  9.885
H  -0.983  -1.644  -7.715
H  -0.458  -1.562  8.538
H  -0.118  3.721  -5.542
H  -0.471  3.890  -1.311
H  -0.026  4.835  -3.401
H  2.061  -0.686  5.261
H  1.674  -2.180  3.171
H  -1.140  0.883  3.277
H  2.041  -1.976  0.946
H  1.597  0.541  -1.000
H  0.553  -0.918  -1.396
H  -1.849  -2.489  -3.350
H  -2.138  -0.805  -3.531
H  -2.675  -1.869  -4.805
H  0.332  -1.198  -4.222
H  -0.277  -2.406  -5.198

Total charge: 0
Frontier orbital gap: 7.8 eV
Spin multiplicity: 1
Lowest unoccupied orbital energy: -0.7071 eV
Structure (SMILES): CCn1cnnc1-c1cccc(N2Cc3ccc(-c4cc(C(=O)O)cnn4)cc3C2=O)n1

***

The following is a quantum chemistry calculation of a structure of composition C22H18BF2N4O4RuS in a non-equilibrium geometry, from the Open Molecules 2025 dataset.

CARTESIAN COORDINATES (ANGSTROEM)
Ru  1.407  -0.424  -0.895
O  3.417  -0.310  -1.068
N  3.966  0.842  -0.791
N  3.135  1.855  -0.713
O  1.831  1.678  -0.743
C  3.650  3.133  -0.637
C  2.806  4.235  -0.832
C  3.341  5.504  -0.880
C  4.708  5.697  -0.712
C  5.535  4.610  -0.445
C  5.021  3.332  -0.408
H  1.752  4.061  -0.975
H  2.695  6.355  -1.053
H  5.126  6.692  -0.777
H  6.589  4.773  -0.263
H  5.647  2.478  -0.209
C  -5.486  -4.591  -1.823
C  -4.460  -3.502  -1.820
C  -3.122  -3.782  -1.558
C  -2.176  -2.772  -1.551
C  -2.577  -1.475  -1.806
C  -3.901  -1.170  -2.063
C  -4.839  -2.185  -2.072
S  -1.370  -0.167  -1.733
O  -0.327  -0.381  -2.722
O  -2.053  1.092  -1.737
N  -0.535  -0.430  -0.345
C  -0.969  -0.234  0.924
C  -2.306  -0.061  1.306
C  -2.626  0.097  2.645
C  -1.651  0.060  3.627
C  -0.293  -0.094  3.287
C  0.764  -0.117  4.220
C  2.073  -0.241  3.770
C  2.317  -0.319  2.409
N  1.332  -0.303  1.513
C  0.051  -0.218  1.920
H  -5.018  -5.569  -1.743
H  -6.076  -4.554  -2.737
H  -6.168  -4.461  -0.982
H  -2.822  -4.799  -1.353
H  -1.135  -2.977  -1.358
H  -4.166  -0.143  -2.255
H  -5.877  -1.963  -2.269
H  -3.071  -0.048  0.547
H  -3.657  0.247  2.928
H  -1.909  0.162  4.669
H  0.542  -0.029  5.271
H  2.900  -0.268  4.463
H  3.322  -0.397  2.013
F  1.483  -3.279  -1.801
B  1.564  -2.465  -0.754
F  1.617  -3.173  0.372

Total charge: 0
Frontier orbital gap (alpha / beta): 6.9 / 6.6 eV
Spin multiplicity: 2
Lowest unoccupied orbital energy (alpha / beta): -0.6579 / -0.9328 eV

***

The following is a quantum chemistry calculation of a structure of composition C22H18BIIrN3O6 in a non-equilibrium geometry, from the Open Molecules 2025 dataset.

CARTESIAN COORDINATES (ANGSTROEM)
Ir  -0.214  -0.654  -0.376
O  -4.656  0.353  0.074
C  -4.501  1.662  0.371
C  -5.638  2.395  0.699
C  -5.539  3.740  0.984
C  -4.303  4.380  0.975
C  -3.168  3.661  0.683
C  -3.241  2.296  0.373
C  -2.007  1.543  0.111
O  -2.068  0.329  -0.388
N  -0.884  2.091  0.413
N  0.206  1.288  0.280
C  1.303  1.887  0.600
C  2.657  1.413  0.725
C  3.607  2.343  1.180
C  4.930  2.009  1.371
C  5.359  0.717  1.093
C  4.449  -0.220  0.635
C  3.126  0.131  0.470
O  2.210  -0.773  -0.006
H  -3.774  -0.010  -0.104
H  -6.588  1.879  0.722
H  -6.437  4.300  1.208
H  -4.237  5.434  1.205
H  -2.196  4.132  0.676
H  1.137  2.930  0.848
H  3.262  3.348  1.390
H  5.634  2.746  1.729
H  6.395  0.440  1.231
H  4.766  -1.228  0.399
O  3.004  -3.062  0.628
B  2.237  -2.134  -0.009
O  1.171  -2.695  -0.698
C  1.262  -4.059  -0.435
C  0.452  -5.081  -0.859
C  0.791  -6.360  -0.422
C  1.891  -6.577  0.399
C  2.709  -5.528  0.815
C  2.370  -4.275  0.370
H  -0.392  -4.899  -1.509
H  0.183  -7.199  -0.732
H  2.123  -7.582  0.722
H  3.566  -5.689  1.453
N  -3.388  -1.977  -1.243
C  -2.676  -2.667  -0.364
O  -1.504  -2.374  -0.046
C  -3.315  -3.858  0.274
I  -4.063  -3.233  2.184
H  -2.986  -1.141  -1.645
H  -4.358  -2.178  -1.419
H  -2.569  -4.622  0.466
H  -4.153  -4.252  -0.289

Total charge: +1
Frontier orbital gap (alpha / beta): 7.2 / 6.4 eV
Spin multiplicity: 2
Lowest unoccupied orbital energy (alpha / beta): -3.5897 / -4.3218 eV

***

The following is a quantum chemistry calculation of a structure of composition C22H18Cl2N4O3PdS in a non-equilibrium geometry, from the Open Molecules 2025 dataset.

CARTESIAN COORDINATES (ANGSTROEM)
Pd  0.039  -0.296  -0.075
Cl  -6.807  0.925  0.958
C  -5.354  0.208  0.362
C  -4.149  0.762  0.709
C  -2.945  0.212  0.219
N  -1.752  0.764  0.396
C  -1.327  1.688  1.305
O  -1.451  2.894  1.260
C  -0.583  1.023  2.453
C  -0.508  1.628  3.697
C  0.091  0.927  4.734
C  0.603  -0.336  4.489
C  0.518  -0.852  3.203
N  -0.065  -0.189  2.215
C  -3.004  -1.006  -0.566
C  -4.267  -1.505  -0.958
C  -5.414  -0.919  -0.494
Cl  -6.941  -1.591  -0.940
N  -1.836  -1.530  -0.892
C  -1.519  -2.420  -1.858
O  -1.904  -3.561  -2.020
C  -0.552  -1.741  -2.819
C  -0.552  -2.146  -4.147
C  0.126  -1.384  -5.082
C  0.792  -0.247  -4.653
C  0.779  0.060  -3.302
N  0.130  -0.666  -2.396
H  -4.122  1.660  1.311
H  -0.915  2.620  3.829
H  0.152  1.366  5.722
H  1.065  -0.914  5.277
H  0.936  -1.818  2.946
H  -4.318  -2.395  -1.570
H  -1.106  -3.034  -4.416
H  0.121  -1.662  -6.128
H  1.314  0.393  -5.351
H  1.317  0.921  -2.926
O  2.087  -1.143  0.268
S  2.574  0.061  -0.493
C  4.418  -0.095  -0.394
C  4.970  1.194  0.191
C  3.980  1.607  1.274
C  2.600  1.516  0.639
H  4.797  -0.333  -1.387
H  4.567  -0.950  0.266
H  5.023  1.967  -0.580
H  5.974  1.051  0.592
H  4.188  2.612  1.643
H  4.048  0.915  2.116
H  2.377  2.384  0.017
H  1.800  1.374  1.358

Total charge: 0
Frontier orbital gap (alpha / beta): 6.8 / 6.3 eV
Spin multiplicity: 3
Lowest unoccupied orbital energy (alpha / beta): 0.0408 / -1.0784 eV

***

The following is a quantum chemistry calculation of an isolated molecule of C22H18ClN5O3 in a non-equilibrium geometry, from the Open Molecules 2025 dataset.

CARTESIAN COORDINATES (ANGSTROEM)
O  2.310  -4.579  -4.149
Cl  -3.542  4.903  4.940
N  -2.862  3.887  2.553
N  -0.738  1.317  1.344
N  -0.266  -0.227  -3.653
O  2.188  -4.233  -1.902
O  2.343  -0.159  4.373
C  1.914  -3.916  -3.193
C  -2.662  3.874  3.866
C  -1.206  2.062  2.321
C  -1.718  2.950  4.528
C  -1.322  1.775  0.146
C  -2.200  2.785  0.423
C  -0.987  2.058  3.798
C  -1.029  1.182  -1.153
C  -0.092  0.148  -1.255
C  0.206  -0.628  -2.473
C  -0.576  -1.352  -7.033
C  -0.001  -2.622  -6.986
C  0.864  -1.842  -2.320
C  -0.613  -0.565  -5.890
C  0.500  -3.117  -5.768
C  1.057  -2.712  -3.398
C  -0.103  -1.053  -4.702
C  0.492  -2.309  -4.605
N  -2.115  2.988  1.809
N  -0.145  1.158  4.436
C  2.262  1.246  4.525
C  1.261  -0.704  3.559
C  0.981  1.621  5.245
C  -0.134  -0.269  4.007
H  2.686  -5.046  -1.983
H  -1.757  2.956  5.607
H  -2.816  3.333  -0.240
H  -1.520  1.570  -2.033
H  0.405  -0.141  -0.351
H  -0.979  -0.970  -7.927
H  0.005  -3.253  -7.869
H  1.274  -2.074  -1.337
H  -1.021  0.453  -5.844
H  0.824  -4.125  -5.821
H  3.118  1.590  5.106
H  2.356  1.732  3.558
H  1.376  -0.398  2.504
H  1.281  -1.806  3.607
H  0.971  1.210  6.258
H  1.021  2.732  5.338
H  -0.444  -0.972  4.827
H  -0.845  -0.456  3.209

Total charge: 0
Frontier orbital gap: 7.2 eV
Spin multiplicity: 1
Lowest unoccupied orbital energy: -0.8390 eV
Structure (SMILES): O=C(O)c1cc(/C=C/c2cn3nc(Cl)cc(N4CCOCC4)c3n2)nc2ccccc12

***

no.,calculated total energy (Eh)
1,-3298.30772
2,-4105.12054
3,-1163.28948
4,-1764.18469
5,-1457.49838
6,-2086.77988
7,-1891.60640
8,-2740.29832
9,-1808.79982